Entry 1:
A 2-piece molecular cluster, C4H11BOS2 overall. Source: the Open Molecules 2025 dataset; level of theory: ωB97M-V/def2-TZVPD.

Positions of all 19 atoms, in Å:
S  -1.959  -0.493  1.733
H  0.438  1.879  0.641
H  -0.128  2.491  -1.717
H  0.591  3.896  -0.945
S  3.345  -1.535  -0.124
H  -2.677  -1.996  -0.686
C  -1.698  -2.243  -0.379
H  -0.895  -1.611  -0.764
H  -0.540  -2.365  1.330
H  1.483  2.711  -2.029
H  2.067  2.491  0.595
C  1.206  2.008  -0.051
O  1.646  0.761  -0.429
C  -1.567  -2.116  1.085
C  0.767  2.790  -1.234
B  2.368  -0.225  -0.130
H  -2.279  -2.767  1.569
H  -1.460  -3.362  -0.456
H  -0.709  -0.313  1.991

Properties
HOMO-LUMO gap: 9.47 eV
SMILES: CCOB=S.CCS
total charge: 0
DFT total energy: -28721.044 eV

***

Entry 2:
C4H11BrNOSr as an isolated structure. Source: the Open Molecules 2025 dataset; level of theory: ωB97M-V/def2-TZVPD.

Positions of all 19 atoms, in Å:
C  1.004  -1.098  0.703
H  0.632  0.870  -2.133
C  0.407  0.076  -0.163
Br  -2.741  6.698  -0.051
C  0.030  -3.278  1.280
H  -0.541  -4.132  0.914
O  0.521  -2.349  0.327
H  0.508  1.378  1.414
Sr  -5.591  8.108  -3.523
H  1.820  -0.249  -1.704
H  -0.680  -2.703  1.874
N  0.676  1.334  0.419
H  0.710  -0.898  1.733
C  0.751  -0.069  -1.592
H  0.029  2.042  0.100
H  0.793  -3.805  1.853
H  0.252  -0.822  -2.204
H  2.088  -1.201  0.738
H  -0.668  0.100  0.016

Properties
HOMO-LUMO gap: 2.62 eV
total charge: +1
DFT total energy: -78731.050 eV

***

Entry 3:
C4H11CdIO5P2 as an isolated structure. Source: the Open Molecules 2025 dataset; level of theory: ωB97M-V/def2-TZVPD.

Positions of all 24 atoms, in Å:
O  -2.909  0.108  -0.715
P  -3.389  -1.561  -0.649
I  -3.217  -2.383  -2.948
H  2.328  0.410  -2.185
Cd  1.030  1.656  -2.193
H  1.205  2.175  0.306
C  2.208  -0.583  1.207
C  2.777  0.456  -1.109
H  3.211  1.433  -0.869
H  -1.685  1.071  2.255
C  0.656  1.217  0.348
H  3.534  -0.328  -1.053
H  0.340  1.123  1.383
H  -5.032  -2.048  0.517
O  -0.604  1.290  -0.458
H  1.565  -0.409  2.066
H  1.047  -0.745  -0.594
O  -4.953  -1.489  -0.281
H  3.215  -0.213  1.408
P  -1.716  0.334  0.288
H  2.246  -1.666  1.094
O  -2.352  1.044  1.547
C  1.622  0.035  -0.089
O  -1.129  -0.925  0.721

Properties
HOMO-LUMO gap: 2.70 eV
total charge: +2
DFT total energy: -45788.727 eV

***

Entry 4:
C4H11Cl2O4RuSc as an isolated structure. Source: the Open Molecules 2025 dataset; level of theory: ωB97M-V/def2-TZVPD.

Positions of all 23 atoms, in Å:
H  -1.329  -0.966  -3.426
Cl  -0.463  1.706  -0.236
H  -0.643  -1.988  -0.564
C  -2.082  -0.243  1.682
H  2.256  0.842  -3.384
Cl  0.698  0.129  3.901
H  -2.038  -0.717  2.662
C  -0.937  0.070  -3.397
O  0.099  -1.201  4.154
C  0.145  -1.255  -0.464
H  2.875  -0.035  -1.928
Sc  -0.174  -0.073  1.079
H  -0.331  0.259  -4.309
H  1.157  -1.636  -0.354
Ru  0.288  0.253  -1.789
O  1.371  0.095  2.328
C  2.195  0.767  -2.277
H  -2.547  0.738  1.775
O  -0.354  1.177  3.910
O  1.755  0.426  4.831
H  -1.787  0.782  -3.367
H  2.509  1.732  -1.828
H  -2.665  -0.863  1.002

Properties
HOMO-LUMO gap (alpha / beta): 6.03 / 8.22 eV
total charge: -1
2S+1: 6
expectation value of S²: 8.76
DFT total energy: -60833.044 eV